The following is a quantum chemistry calculation of a single C24H33N5O3 molecule, from the Open Molecules 2025 dataset.

Energy in eV: -39017.010
HOMO-LUMO gap in eV: 7.62
Total charge: 0
Highest occupied orbital energy in eV: -6.996
SMILES: CCOc1ccc(NC(=O)CN2CCN(CC(=O)Nc3ccc(N(C)C)cc3)CC2)cc1

Structure (XYZ):
```
65
Properties=species:S:1:pos:R:3:lowdin_charge:R:1
C -8.44054 -2.14336 -1.01905 -0.0661
C -7.45577 -0.98936 -0.91352 -0.2692
O -6.31979 -1.45814 -0.21611 -0.0547
C -5.28031 -0.60849 0.00141 -0.2744
C -5.22980 0.71925 -0.40976 -0.0219
C -4.11243 1.48655 -0.13194 -0.0235
C -3.02978 0.95367 0.55728 -0.2215
N -1.93166 1.78404 0.80707 0.1342
C -0.74589 1.48621 1.38702 -0.4625
O -0.42682 0.41268 1.85342 0.0587
C 0.19166 2.69117 1.42237 -0.1026
N 0.08051 3.48866 0.21069 -0.1784
C 0.47602 2.77093 -1.00119 -0.1385
C 1.95838 2.98618 -1.35722 -0.1494
N 2.68345 3.22356 -0.12057 -0.2109
C 4.10989 3.01175 -0.24199 -0.0979
C 4.44786 1.52913 -0.45134 -0.4681
O 5.43243 1.18578 -1.07305 0.0620
N 3.55303 0.71443 0.14534 0.1352
C 3.47970 -0.68657 0.15175 -0.2217
C 2.35929 -1.28349 0.72181 -0.0148
C 2.22993 -2.65552 0.75266 -0.0215
C 3.21882 -3.49390 0.22003 -0.2412
N 3.11357 -4.86924 0.29368 -0.2046
C 1.85152 -5.45884 0.67085 -0.0795
C 4.01639 -5.68582 -0.48127 -0.0798
C 4.33598 -2.87442 -0.35532 -0.0225
C 4.46750 -1.50110 -0.38732 -0.0106
C 2.33618 4.52890 0.41826 -0.1638
C 0.81091 4.73859 0.29729 -0.1609
C -3.08053 -0.37598 0.97159 -0.0010
C -4.19132 -1.14101 0.69424 0.0072
H -8.72268 -2.48130 -0.02582 0.0772
H -7.98156 -2.97341 -1.54895 0.0774
H -9.32993 -1.82433 -1.55492 0.0750
H -7.91239 -0.14924 -0.37108 0.1250
H -7.16802 -0.64442 -1.91686 0.1247
H -6.05002 1.16941 -0.94629 0.1023
H -4.08395 2.51711 -0.45766 0.1117
H -1.99448 2.72489 0.43578 0.1374
H 1.20667 2.32436 1.62285 0.1176
H -0.11119 3.31971 2.26707 0.1383
H -0.15439 3.12520 -1.82435 0.1218
H 0.27703 1.70830 -0.85571 0.1208
H 2.35813 2.09666 -1.84552 0.1260
H 2.07450 3.83310 -2.05491 0.1265
H 4.58802 3.32823 0.69102 0.1355
H 4.56568 3.58634 -1.06421 0.1346
H 2.77275 1.18330 0.59109 0.1206
H 1.57291 -0.67487 1.14587 0.0887
H 1.34027 -3.06446 1.20067 0.0941
H 1.94681 -6.54268 0.67099 0.0791
H 1.03817 -5.18240 -0.01218 0.0939
H 1.57854 -5.14896 1.68113 0.0837
H 3.95494 -5.47423 -1.55636 0.0938
H 5.04522 -5.52623 -0.15285 0.0838
H 3.77741 -6.73550 -0.32403 0.0789
H 5.12668 -3.46312 -0.78949 0.0928
H 5.33770 -1.05405 -0.83822 0.1002
H 2.64598 4.55101 1.46728 0.1202
H 2.86157 5.34365 -0.10920 0.1223
H 0.57996 5.30378 -0.60958 0.1200
H 0.43991 5.30771 1.15216 0.1198
H -2.24697 -0.79871 1.50628 0.1011
H -4.24161 -2.17108 1.00890 0.1194
```

=====

The following is a quantum chemistry calculation of a single C24H33N5O5 molecule, from the Open Molecules 2025 dataset.

Energy in eV: -43113.162
HOMO-LUMO gap in eV: 7.96
Total charge: 0
Highest occupied orbital energy in eV: -7.545
SMILES: COC(=O)c1[nH]c2cccc(OC)c2c1NC(=O)CN1CCC(C(N)=O)(N2CCCCC2)CC1

Structure (XYZ):
```
67
Properties=species:S:1:pos:R:3:lowdin_charge:R:1
C -1.25812 -4.80391 0.06935 -0.0523
O -2.36626 -3.92598 -0.02226 -0.0414
C -2.09267 -2.61073 0.16512 -0.4158
O -0.97186 -2.20250 0.40311 0.0863
C -3.27140 -1.79294 0.06350 -0.0879
N -4.53632 -2.31311 -0.12967 0.1419
C -5.44122 -1.30355 -0.13921 -0.1877
C -6.82207 -1.34644 -0.31567 -0.0301
C -7.49804 -0.15111 -0.25238 -0.0832
C -6.85065 1.05602 0.02608 -0.0279
C -5.48200 1.11557 0.22458 -0.2106
O -4.79655 2.21174 0.60881 -0.0798
C -5.45466 3.45440 0.61597 -0.0709
C -4.75059 -0.08438 0.07838 -0.0067
C -3.36870 -0.40781 0.17094 -0.0784
N -2.30049 0.45184 0.31398 0.1656
C -2.11958 1.61404 -0.38025 -0.4505
O -2.87697 2.06385 -1.20588 0.0944
C -0.81557 2.29490 0.03375 -0.0951
N 0.20608 1.30126 0.28970 -0.1867
C 1.29323 1.76315 1.13019 -0.1669
C 2.17537 0.57357 1.49376 -0.0891
C 2.77586 -0.12421 0.25882 -0.3529
C 3.50224 -1.36836 0.81804 -0.4879
N 3.29927 -2.53954 0.17055 0.1965
O 4.25122 -1.30560 1.77203 0.0553
N 3.67795 0.73700 -0.50954 -0.0850
C 4.52957 1.71092 0.14828 -0.1746
C 5.87567 1.15924 0.62885 -0.1740
C 6.63584 0.57713 -0.55733 -0.2021
C 5.76501 -0.48009 -1.22706 -0.1765
C 4.40335 0.11911 -1.60494 -0.1721
C 1.57109 -0.49039 -0.63163 -0.1120
C 0.74263 0.75171 -0.94225 -0.1563
H -0.59705 -4.67123 -0.79050 0.0962
H -0.69269 -4.60915 0.98321 0.0956
H -1.66582 -5.81165 0.07875 0.0934
H -4.72623 -3.29373 -0.24171 0.1621
H -7.33300 -2.27929 -0.49366 0.1047
H -8.56818 -0.13678 -0.39615 0.1039
H -7.45128 1.94789 0.10279 0.0990
H -5.87489 3.68689 -0.36631 0.1027
H -4.69043 4.18989 0.86127 0.0953
H -6.24644 3.48567 1.37260 0.0950
H -1.44180 0.06283 0.70355 0.1322
H -0.53573 3.02670 -0.74075 0.1365
H -1.02255 2.84137 0.95910 0.1340
H 1.88363 2.54407 0.62460 0.1225
H 0.87002 2.18699 2.04550 0.1268
H 2.96165 0.86288 2.18911 0.1175
H 1.55060 -0.16598 1.99965 0.1371
H 2.58380 -2.65241 -0.52267 0.0894
H 3.72723 -3.36608 0.55699 0.1179
H 4.00372 2.17207 0.98039 0.1009
H 4.72060 2.49537 -0.59764 0.1264
H 6.44900 1.96293 1.09505 0.1102
H 5.70253 0.38105 1.37242 0.0963
H 7.58087 0.13851 -0.23042 0.1080
H 6.86182 1.37234 -1.27405 0.1095
H 6.24767 -0.86102 -2.13008 0.1105
H 5.62498 -1.31483 -0.54004 0.0957
H 3.78892 -0.65077 -2.07153 0.1063
H 4.57005 0.90707 -2.35141 0.1256
H 0.92933 -1.19474 -0.10234 0.0932
H 1.88198 -0.92881 -1.57989 0.1073
H 1.36990 1.48932 -1.46978 0.1320
H -0.09283 0.47782 -1.59179 0.1308
```

=====

The following is a quantum chemistry calculation of a molecular structure, C24H34ClN3O5RuSTe, from the Open Molecules 2025 dataset.

Energy in eV: -73354.505
Spin multiplicity: 5
HOMO-LUMO gap (spin up / spin down) in eV: 7.07 / 5.85
Total charge: +2
Highest occupied orbital energy (spin up / spin down) in eV: -14.522 / -14.518
<S²>: 6.05

Structure (XYZ):
```
70
Properties=species:S:1:pos:R:3:lowdin_charge:R:1
Ru 0.12681 -0.55997 -0.51889 1.3582
Te -1.87922 0.93270 -1.51015 1.6567
C -1.77971 1.31298 -3.57537 -0.4931
C -1.48971 0.35126 -4.53152 -0.1329
C -1.52855 0.72124 -5.86787 -0.0442
C -1.84437 2.02573 -6.22524 -0.0407
C -2.11444 2.97434 -5.25207 -0.0463
C -2.07239 2.62567 -3.90778 -0.1309
C -3.72091 -0.07300 -1.55173 -0.5031
C -3.92917 -1.15268 -2.39786 -0.1385
C -5.19985 -1.69681 -2.48042 -0.0477
C -6.24180 -1.15891 -1.72981 -0.0380
C -6.01731 -0.07895 -0.89135 -0.0498
C -4.74590 0.47529 -0.79520 -0.1321
H -1.22637 -0.66044 -4.25965 0.0893
H -1.30566 -0.01420 -6.63139 0.1201
H -1.87416 2.30472 -7.27078 0.1213
H -2.35307 3.99282 -5.53048 0.1215
H -2.27551 3.37043 -3.14811 0.1003
H -3.12904 -1.56709 -2.99170 0.0997
H -5.37898 -2.54182 -3.13325 0.1217
H -7.23556 -1.58151 -1.80856 0.1220
H -6.82926 0.34473 -0.31492 0.1209
H -4.57386 1.32622 -0.14465 0.1034
C 2.69468 2.46164 1.01147 -0.1327
C 2.47700 1.77108 2.36296 -0.1245
C 1.29757 0.83026 2.11144 -0.1546
O 0.70097 1.23839 0.82284 -0.3162
C 1.28731 2.54586 0.48048 -0.1483
H 3.30914 1.85352 0.34837 0.1122
H 3.15137 3.44442 1.11254 0.1342
H 2.21691 2.50587 3.12281 0.1251
H 3.35548 1.22822 2.70710 0.1148
H 0.53303 0.90889 2.87945 0.1280
H 1.60305 -0.20290 2.01928 0.0717
H 0.70976 3.30534 1.00609 0.1413
H 1.19867 2.69456 -0.58455 0.0957
C -2.03390 -3.19794 -0.27245 -0.0671
C -1.60941 -2.50730 1.02035 -0.4764
C -2.70666 -2.66522 2.08404 -0.0473
C -1.36927 -1.00166 0.89742 -0.2164
H -2.06066 -4.27898 -0.12793 0.0987
H -1.35142 -3.00712 -1.10654 0.0538
H -3.02978 -2.87279 -0.56786 0.0698
H -0.70255 -2.97146 1.39334 0.1042
H -3.65766 -2.26267 1.72302 0.0917
H -2.45019 -2.16215 3.01873 0.0908
H -2.84444 -3.72596 2.30029 0.0993
H -0.85723 -0.57110 1.75896 0.0681
H -2.29686 -0.46565 0.72042 0.0202
C 4.41742 -2.28934 2.89040 -0.0781
C 2.97221 -2.75940 2.68514 -0.2145
C 2.55198 -2.76904 1.25044 -0.5434
N 1.48973 -2.22553 0.77356 -0.0465
N 1.31719 -2.37279 -0.58074 -0.1354
C 2.31054 -3.02386 -1.16646 -0.6491
N 2.40191 -3.23980 -2.46998 0.1722
S 3.47077 -3.56368 -0.00575 1.2058
H 4.67088 -2.31811 3.94880 0.0903
H 4.55764 -1.26808 2.53030 0.0764
H 5.12757 -2.93368 2.36689 0.0747
H 2.26682 -2.12282 3.21832 0.1132
H 2.85146 -3.77024 3.08303 0.1290
H 1.76755 -2.75948 -3.08935 0.1057
H 3.18459 -3.73141 -2.86598 0.1317
O 2.65641 0.50109 -3.71722 -0.1987
Cl 1.75063 0.37667 -2.64742 0.7043
O 0.79542 -0.75572 -2.86200 -0.4508
O 2.40650 0.05803 -1.36773 -0.3720
O 0.93441 1.55403 -2.43370 -0.3889
```